Entry a
Formula: C4H12NO3
Source: the OMol25 dataset
Level of theory: ωB97M-V/def2-TZVPD

Each line ends with the Löwdin charge.
Geometry (Å):
1 C 1.9436 -0.4187 -0.0082  -0.291
2 O 1.5799 -1.8189 -0.0366  -0.153
3 C 0.9067 0.4096 -0.8571  -0.075
4 C -0.4528 -0.0116 -0.5824  -0.473
5 C -0.8113 0.0545 0.8946  -0.058
6 O -0.6397 -1.3097 -1.1440  -0.022
7 N 1.7271 2.3704 0.6978  -0.028
8 H 1.6895 0.1061 0.9375  0.079
9 H 2.9279 -0.0912 -0.2824  0.095
10 H 1.1253 0.3858 -1.8975  0.113
11 H -1.1847 0.6469 -1.0265  0.155
12 H -1.9823 0.0379 1.0296  0.073
13 H -0.4693 1.0397 1.2783  0.069
14 H -0.2313 -0.6940 1.4987  0.090
15 H 0.1158 -1.8220 -0.7475  0.048
16 H 1.0322 1.4907 -0.2336  0.096
17 H 1.1156 3.1474 0.7615  -0.045
18 H 2.5686 2.4501 1.2073  -0.045
19 H -4.3778 -0.3159 0.0093  -0.146
20 O -3.9323 0.2315 0.6680  -0.482

Computed properties:
Molar mass: 122.14 Da
HOMO: -3.4 eV
Kohn-Sham gap: 2.8 eV
Net charge: -1



Entry b
Formula: C4H12NO3
Source: the OMol25 dataset
Level of theory: ωB97M-V/def2-TZVPD

Each line ends with the Löwdin charge.
Geometry (Å):
1 C -0.8954 1.2099 0.3363  -0.201
2 C -1.3551 0.4872 -1.0261  -0.452
3 C -2.8958 0.5150 -1.2184  -0.093
4 O -0.9742 -0.8396 -1.2295  -0.140
5 N 0.5579 1.5927 0.3751  -0.067
6 C 1.3927 0.3259 0.1201  -0.446
7 O 0.8286 -0.6783 0.8024  -0.325
8 H -1.2135 0.6414 1.2470  0.112
9 H -1.5200 2.1233 0.2259  0.091
10 H -0.8218 0.8495 -1.9801  0.145
11 H -3.2394 0.9770 -2.2453  0.083
12 H -3.2781 -0.4554 -1.5148  0.042
13 H -3.5691 0.9684 -0.3973  0.082
14 H -0.3975 -1.0909 -0.4116  0.084
15 H 0.8470 1.9850 1.3053  0.089
16 H 2.3844 0.3629 0.5209  0.076
17 H 1.4434 0.0636 -0.9566  0.101
18 H 3.2398 -1.6575 2.2478  -0.055
19 H 2.0711 -1.6603 1.2495  0.037
20 O 2.9794 -2.1675 1.5284  -0.162

Computed properties:
Molar mass: 122.14 Da
HOMO: -4.0 eV
Kohn-Sham gap: 8.0 eV
Net charge: -1



Most stable structure - entry b; separation to the second - 0.2759 hartree.



Entry a
Formula: C4H11N3S
Source: the OMol25 dataset
Level of theory: ωB97M-V/def2-TZVPD

Each line ends with the Löwdin charge.
Geometry (Å):
1 C 0.1880 -0.1327 1.4043  -0.396
2 C -0.5401 0.5313 -0.9240  -0.243
3 C -1.0039 0.0094 0.4180  -0.385
4 C -1.8611 -1.2631 0.3496  -0.057
5 N 1.5871 1.9438 -0.4072  -0.258
6 N 1.9351 0.2518 -2.2414  -0.240
7 N 1.2669 -0.7734 0.8436  -0.023
8 S 1.2652 0.6063 -0.9231  0.745
9 H 0.3854 0.8721 1.8498  0.108
10 H -0.2355 -0.6174 2.3471  0.138
11 H -0.7350 -0.1241 -1.7154  0.062
12 H -0.7687 1.5072 -1.4021  0.118
13 H -1.6824 0.8492 0.8090  0.155
14 H -2.8759 -1.1620 0.7753  0.086
15 H -1.3311 -1.9783 0.9013  0.055
16 H -2.1293 -1.4862 -0.6641  0.065
17 H 2.5930 2.1258 -0.1208  0.065
18 H 1.8557 -0.7346 -2.4682  0.008
19 H 2.0866 -0.4252 1.1680  -0.002

Computed properties:
Molar mass: 133.22 Da
HOMO (alpha / beta): -8.8 / -8.8 eV
Kohn-Sham gap (alpha / beta): 9.0 / 9.0 eV



Entry b
Formula: C4H11N3S
Source: the OMol25 dataset
Level of theory: ωB97M-V/def2-TZVPD

Each line ends with the Löwdin charge.
Geometry (Å):
1 H 1.0031 -2.4415 0.0011  0.140
2 N 0.0890 -2.3019 0.6553  0.130
3 C -0.6371 -1.4252 0.2530  -0.584
4 N -2.0833 -1.6386 0.3325  0.076
5 C -0.0867 -0.2132 -0.3257  -0.576
6 N 0.5677 -0.4749 -1.5390  0.048
7 C 0.6388 0.7552 0.6009  -0.520
8 C 1.5226 1.8143 -0.2579  -0.084
9 S -0.7361 1.4721 1.8747  0.616
10 H -2.1160 -2.5770 0.7407  0.063
11 H -2.5157 -0.9211 1.1292  0.135
12 H -0.9908 0.3784 -0.4725  0.093
13 H 0.3052 0.4840 -1.9877  0.130
14 H 0.2357 -1.3896 -1.8912  0.103
15 H 1.2559 0.1111 1.4010  0.124
16 H 2.0282 2.4963 0.3893  0.054
17 H 0.6752 2.1028 -0.9174  0.067
18 H 2.2789 1.3884 -0.9625  0.080
19 H -1.4346 2.3804 0.9761  -0.095

Computed properties:
Molar mass: 133.22 Da
HOMO: -9.3 eV
Kohn-Sham gap: 10.0 eV
Structure (SMILES): [H]/N=C(/N)[C@H](N)[C@@H](C)S



Most stable structure - entry b; separation to the second - 0.0577 hartree.



Entry a
Formula: C7H4
Source: the OMol25 dataset
Level of theory: ωB97M-V/def2-TZVPD

Each line ends with the Löwdin charge.
Geometry (Å):
1 C 0.3264 -1.8129 -2.8791  0.155
2 C 0.0237 -0.9606 -2.0663  -0.098
3 C -0.3336 0.0925 -1.2816  -0.097
4 C -0.6548 1.2689 -0.7802  0.073
5 C -0.0895 0.4456 0.2873  -0.108
6 C 0.1248 0.3536 1.5813  -0.110
7 C 0.2056 0.3011 2.8817  -0.028
8 H 0.8655 -2.4946 -3.4754  0.028
9 H -0.8841 2.2473 -0.8920  0.074
10 H 1.1395 0.6431 3.3198  0.052
11 H -0.7235 -0.0840 3.3044  0.059

Computed properties:
Molar mass: 88.11 Da
HOMO: -8.2 eV
Kohn-Sham gap: 8.3 eV
Structure (SMILES): C#CC1=CC1=C=C



Entry b
Formula: C7H4
Source: the OMol25 dataset
Level of theory: ωB97M-V/def2-TZVPD

Each line ends with the Löwdin charge.
Geometry (Å):
1 C -0.6265 0.0140 1.1211  -0.110
2 C 1.6605 -0.9201 0.5160  -0.079
3 C -1.2481 0.2262 -0.1771  -0.078
4 C 0.5396 -0.6187 1.1850  0.023
5 C 1.5939 0.0507 -0.4749  -0.008
6 C 0.8400 0.7762 -1.1569  -0.038
7 C -0.5628 0.6870 -1.2624  -0.105
8 H -1.1361 0.3709 2.0061  0.101
9 H 2.3490 -1.7320 0.6354  0.095
10 H -2.3262 0.1583 -0.2319  0.102
11 H -1.0832 0.9877 -2.1603  0.096

Computed properties:
Molar mass: 88.11 Da
HOMO (alpha / beta): -8.0 / -8.0 eV
Kohn-Sham gap (alpha / beta): 8.0 / 8.0 eV



Most stable structure - entry b; separation to the second - 0.0494 hartree.